1.
Formula: C4H6N2O
Source: OMol25
Level of theory: ωB97M-V/def2-TZVPD

Geometry as XYZ:
```
13
C4H6N2O | OMol25 | ωB97M-V/def2-TZVPD
H 3.48 -0.65 -0.40
N 2.76 -0.14 0.07
C 1.55 -0.49 -0.06
C 0.51 0.37 0.56
C -0.70 -0.07 -0.21
C -2.11 0.41 -0.09
N -0.45 -1.10 -0.94
O 0.94 -1.42 -0.86
H 1.08 1.30 0.46
H 0.36 0.22 1.64
H -2.78 -0.21 -0.70
H -2.46 0.36 0.95
H -2.20 1.45 -0.42
```

Values from the calculation:
Orbital gap (Eh): 0.389
Energy (Ha): -340.70109
Relative energy (zero: lowest compared OMol25 entry of this formula, charge and spin) (eV): 2.553
Spin multiplicity: 1
Largest force on an atom (eV/Å): 1.57

Here are the natural (NBO) charges for atoms 1 to 2, given in e: 0.360 -0.704



2.
Formula: C15H22Cl3FINO3Si2
Source: OMol25
Level of theory: ωB97M-V/def2-TZVPD

Geometry as XYZ:
```
48
C15H22Cl3FINO3Si2 | OMol25 | ωB97M-V/def2-TZVPD
C 4.24 0.02 2.13
C 2.75 -0.33 2.30
C 2.25 -1.18 1.13
Cl 3.21 -2.73 1.16
Si 0.46 -1.76 1.31
I 0.36 -2.91 3.51
C -0.03 -3.10 0.06
C 0.86 -3.21 -1.16
O 1.03 -4.28 -1.71
O 1.47 -2.06 -1.64
O -0.65 -0.52 1.44
Si -1.01 0.44 0.12
C 0.49 1.31 -0.60
C 0.82 1.29 -1.93
C 1.95 1.94 -2.33
N 2.77 2.59 -1.52
C 2.41 2.61 -0.25
C 1.31 2.01 0.25
C -2.09 1.85 0.82
C -2.32 3.03 -0.12
F -3.29 1.38 1.36
C -2.05 -0.46 -1.19
Cl -2.42 0.64 -2.58
C -3.37 -1.03 -0.59
C -4.65 -0.32 -0.97
Cl -3.55 -2.76 -1.08
H 4.81 -0.79 2.58
H 4.52 0.92 2.66
H 4.54 0.04 1.09
H 2.66 -0.94 3.19
H 2.11 0.54 2.45
H 2.48 -0.74 0.17
H -1.07 -3.00 -0.22
H 0.04 -4.06 0.56
H 1.03 -1.76 -2.45
H 0.21 0.79 -2.65
H 2.20 1.93 -3.38
H 3.07 3.13 0.44
H 1.07 2.08 1.30
H -1.51 2.23 1.67
H -2.36 3.98 0.41
H -3.29 2.90 -0.58
H -1.59 3.09 -0.92
H -1.49 -1.26 -1.65
H -3.33 -1.03 0.49
H -4.97 -0.54 -1.98
H -4.63 0.74 -0.77
H -5.43 -0.73 -0.32
```

Values from the calculation:
Orbital gap (Eh): 0.352
Energy (Ha): -3222.55121
Relative energy (zero: lowest compared OMol25 entry of this formula, charge and spin) (eV): 0.000
Spin multiplicity: 1
Largest force on an atom (eV/Å): 2.56

Here are the natural (NBO) charges for atoms 1 to 2, given in e: -0.616 -0.434



3.
Formula: C2H2BrClNO2
Source: OMol25
Level of theory: ωB97M-V/def2-TZVPD

Geometry as XYZ:
```
9
C2H2BrClNO2 | OMol25 | ωB97M-V/def2-TZVPD
O -1.66 -0.30 1.16
C -1.13 -1.10 0.40
O -1.23 -2.21 -0.07
N 0.09 -0.35 -0.39
Cl 1.25 -1.43 -1.22
C 0.45 0.97 -0.25
Br 1.83 1.61 1.34
H -0.57 1.30 0.13
H 0.95 1.50 -1.10
```

Values from the calculation:
Orbital gap (Eh): 0.316
Energy (Ha): -3316.90411
Relative energy (zero: lowest compared OMol25 entry of this formula, charge and spin) (eV): 0.458
Charge: -1
Spin multiplicity: 1
Largest force on an atom (eV/Å): 2.40

Here are the natural (NBO) charges for atoms 1 to 2, given in e: -0.714 0.924



4.
Formula: H6O3
Source: OMol25
Level of theory: ωB97M-V/def2-TZVPD

Geometry as XYZ:
```
9
H6O3 | OMol25 | ωB97M-V/def2-TZVPD
O 0.09 -0.90 -0.12
H -0.34 -1.69 0.22
H 0.16 -0.32 0.63
O 0.60 0.53 -2.36
H 0.07 0.04 -2.99
H 0.54 0.02 -1.55
O -0.09 0.51 2.01
H -0.90 0.41 2.51
H -0.13 1.39 1.64
```

Values from the calculation:
Orbital gap (Eh): 0.399
Energy (Ha): -229.30954
Relative energy (zero: lowest compared OMol25 entry of this formula, charge and spin) (eV): 0.423
Spin multiplicity: 1
Largest force on an atom (eV/Å): 1.12

Here are the natural (NBO) charges for atoms 1 to 2, given in e: -0.985 0.475



5.
Formula: Cl3OPS
Source: OMol25
Level of theory: ωB97M-V/def2-TZVPD

Geometry as XYZ:
```
6
Cl3OPS | OMol25 | ωB97M-V/def2-TZVPD
O 1.24 0.05 -2.12
S 0.49 0.46 -0.95
Cl -1.60 0.84 -1.53
P 0.10 -1.12 0.96
Cl 1.43 0.01 1.92
Cl -1.65 -0.26 1.73
```

Values from the calculation:
Orbital gap (Eh): 0.298
Energy (Ha): -2195.36241
Relative energy (zero: lowest compared OMol25 entry of this formula, charge and spin) (eV): 1.929
Spin multiplicity: 1
Largest force on an atom (eV/Å): 1.70

Here are the natural (NBO) charges for atoms 1 to 2, given in e: -0.845 1.016



6.
Formula: C24H15Cl6N3Pd
Source: OMol25
Level of theory: ωB97M-V/def2-TZVPD

Geometry as XYZ:
```
49
C24H15Cl6N3Pd | OMol25 | ωB97M-V/def2-TZVPD
Pd 0.98 0.04 -0.78
Cl 4.08 -1.86 -2.23
C 4.17 -0.35 -1.46
C 2.98 0.31 -1.03
C 3.10 1.68 -0.77
Cl 1.52 2.40 -0.56
C 4.26 2.37 -0.67
Cl 4.31 4.00 -0.25
C 5.47 1.62 -0.92
Cl 6.94 2.40 -0.78
C 5.41 0.27 -1.34
Cl 6.84 -0.55 -1.75
C -4.15 2.69 -1.03
C -2.81 3.10 -1.19
C -1.80 2.19 -1.19
C -2.09 0.79 -1.03
C -3.46 0.39 -0.89
C -4.45 1.34 -0.89
N -1.08 -0.10 -1.02
N -1.54 -1.40 -1.09
C -0.61 -2.31 -0.95
C -0.98 -3.68 -0.97
C -0.06 -4.64 -0.63
C 1.22 -4.23 -0.24
C 1.55 -2.88 -0.30
N 0.71 -1.94 -0.70
H -4.94 3.43 -1.04
H -2.58 4.15 -1.35
H -0.79 2.50 -1.39
H -3.69 -0.66 -0.79
H -5.48 1.03 -0.78
H -2.00 -3.92 -1.22
H -0.33 -5.68 -0.62
H 1.96 -4.94 0.09
H 2.53 -2.55 0.00
Cl -0.53 -2.45 2.53
C -1.12 -0.83 2.36
C -2.48 -0.61 2.42
C -2.98 0.69 2.33
C -2.10 1.76 2.18
C -0.74 1.55 2.13
C -0.19 0.24 2.21
C 1.20 0.06 2.11
H -3.14 -1.45 2.56
H -4.04 0.85 2.39
H -2.49 2.77 2.14
H -0.06 2.39 2.05
H 1.65 -0.92 2.23
H 1.85 0.92 2.12
```

Values from the calculation:
Orbital gap (alpha / beta) (Eh): 0.211 / 0.157
Energy (Ha): -3976.11652
Relative energy (zero: lowest compared OMol25 entry of this formula, charge and spin) (eV): 0.139
Charge: +2
Spin multiplicity: 5
<S²>: 6.12
Largest force on an atom (eV/Å): 0.35

Here are the natural (NBO) charges for atoms 1 to 2, given in e: 0.817 0.164



7.
Formula: H6O3
Source: OMol25
Level of theory: ωB97M-V/def2-TZVPD

Geometry as XYZ:
```
9
H6O3 | OMol25 | ωB97M-V/def2-TZVPD
O 3.19 -20.64 -5.02
H 2.37 -20.96 -4.64
H 3.86 -20.97 -4.42
O 3.32 -21.99 -6.58
H 3.06 -21.37 -5.90
H 4.08 -22.45 -6.22
O 2.09 -21.62 -3.53
H 2.00 -20.77 -3.10
H 1.26 -22.06 -3.36
```

Values from the calculation:
Orbital gap (Eh): 0.345
Energy (Ha): -229.19440
Relative energy (zero: lowest compared OMol25 entry of this formula, charge and spin) (eV): 3.556
Spin multiplicity: 1
Largest force on an atom (eV/Å): 7.92

Here are the natural (NBO) charges for atoms 1 to 2, given in e: -0.886 0.476



8.
Formula: C34H50N8O3P
Source: OMol25
Level of theory: ωB97M-V/def2-TZVPD

Geometry as XYZ:
```
96
C34H50N8O3P | OMol25 | ωB97M-V/def2-TZVPD
C 1.74 2.01 -5.10
C 2.34 1.30 -3.77
C 1.27 0.31 -3.08
C 1.33 -1.22 -3.58
C 1.99 -1.41 -5.04
P 2.12 -2.42 -2.32
O 1.25 -3.89 -2.51
C 1.81 -1.87 -0.54
C 2.40 -2.86 0.58
O 1.67 -3.84 0.91
N 3.68 -2.72 1.28
C 3.52 -2.48 2.75
C 4.60 -1.74 0.63
O 3.75 -2.80 -2.66
C 4.45 -1.55 -2.73
N 5.27 -0.73 -3.06
H 1.18 2.96 -4.80
H 1.07 1.26 -5.68
H 2.63 2.30 -5.77
H 3.35 0.80 -3.98
H 2.55 2.14 -3.01
H 0.22 0.71 -3.37
H 1.35 0.46 -1.95
H 0.23 -1.57 -3.68
H 1.28 -0.99 -5.84
H 3.06 -1.01 -5.12
H 2.05 -2.55 -5.24
H 0.30 -3.65 -2.65
H 2.11 -0.78 -0.34
H 0.65 -1.89 -0.41
H 2.71 -3.15 3.23
H 3.40 -1.38 3.04
H 4.51 -2.84 3.24
H 5.18 -2.25 -0.23
H 5.41 -1.48 1.42
H 4.12 -0.74 0.33
N 0.72 0.50 2.37
C 0.94 1.58 3.19
C 0.04 1.52 4.22
C -0.75 0.36 4.02
C -0.30 -0.25 2.88
H 1.23 0.30 1.53
H 1.71 2.30 2.96
H -0.05 2.23 5.03
H -1.55 0.00 4.65
H -0.63 -1.15 2.38
N -2.98 2.80 3.48
C -4.12 2.13 3.81
C -5.19 2.84 3.31
C -4.66 3.98 2.65
C -3.30 3.92 2.77
H -2.04 2.51 3.72
H -4.08 1.21 4.37
H -6.23 2.57 3.41
H -5.23 4.75 2.14
H -2.53 4.59 2.41
N 0.70 -2.05 5.79
C 0.97 -3.40 5.78
C 1.55 -3.72 6.99
C 1.63 -2.53 7.75
C 1.10 -1.52 6.99
H 0.28 -1.54 5.04
H 0.72 -4.00 4.93
H 1.88 -4.70 7.28
H 2.04 -2.42 8.74
H 0.97 -0.46 7.19
N -1.44 0.27 9.14
C -0.36 0.95 9.65
C -0.77 1.60 10.78
C -2.14 1.31 10.97
C -2.53 0.48 9.94
H -1.43 -0.29 8.30
H 0.60 0.90 9.16
H -0.15 2.22 11.41
H -2.78 1.66 11.77
H -3.48 0.03 9.72
N 1.31 0.02 -8.77
C 0.16 -0.64 -8.44
C -0.90 0.07 -8.94
C -0.37 1.20 -9.60
C 0.99 1.15 -9.48
H 2.24 -0.27 -8.52
H 0.20 -1.56 -7.87
H -1.94 -0.20 -8.84
H -0.93 1.97 -10.11
H 1.76 1.81 -9.85
N -4.56 1.22 -8.27
C -4.34 2.29 -7.45
C -5.25 2.23 -6.42
C -6.03 1.07 -6.61
C -5.59 0.46 -7.76
H -4.05 1.01 -9.11
H -3.57 3.01 -7.68
H -5.33 2.94 -5.61
H -6.84 0.72 -5.98
H -5.91 -0.44 -8.26
```

Values from the calculation:
Orbital gap (Eh): 0.174
Energy (Ha): -2330.22784
Relative energy (zero: lowest compared OMol25 entry of this formula, charge and spin) (eV): 0.000
Charge: +1
Spin multiplicity: 1
Largest force on an atom (eV/Å): 6.11

Here are the Löwdin charges for atoms 1 to 2, given in e: -0.108 -0.251



9.
Formula: C7H13N
Source: OMol25
Level of theory: ωB97M-V/def2-TZVPD

Geometry as XYZ:
```
21
C7H13N | OMol25 | ωB97M-V/def2-TZVPD
C -2.55 -0.51 0.93
C -2.30 -0.03 -0.51
N 0.95 1.89 -0.05
C 0.12 0.74 -0.20
C -1.15 0.93 -0.67
C 2.97 -0.21 -0.15
C 1.87 -0.94 0.51
C 0.59 -0.58 -0.05
H -3.41 -1.18 0.95
H -1.66 -0.95 1.35
H -2.80 0.35 1.55
H -3.18 0.50 -0.87
H -2.15 -0.94 -1.12
H 1.85 1.52 0.27
H 1.17 2.33 -0.94
H -1.35 1.73 -1.38
H 3.18 -0.39 -1.19
H 2.30 -1.83 -0.05
H 3.75 0.32 0.40
H 1.85 -1.35 1.52
H -0.08 -1.39 -0.27
```

Values from the calculation:
Orbital gap (Eh): 0.202
Energy (Ha): -329.06703
Relative energy (zero: lowest compared OMol25 entry of this formula, charge and spin) (eV): 5.563
Spin multiplicity: 1
Largest force on an atom (eV/Å): 2.03

Here are the natural (NBO) charges for atoms 1 to 2, given in e: -0.596 -0.449



10.
Formula: C9H13N3
Source: OMol25
Level of theory: ωB97M-V/def2-TZVPD

Geometry as XYZ:
```
25
C9H13N3 | OMol25 | ωB97M-V/def2-TZVPD
C 2.03 0.17 -1.20
C -2.85 0.53 -0.11
C -0.63 1.44 0.18
C 2.51 0.79 0.01
C -1.77 1.51 -0.69
C -1.44 -1.35 -0.46
C 1.42 0.67 1.11
C -0.16 -0.93 0.16
C 0.73 -2.03 0.52
N -2.61 -0.67 -0.06
N 1.44 -0.32 -2.05
N 0.11 0.36 0.50
H -3.77 0.97 0.24
H -0.33 2.35 0.69
H 3.44 0.32 0.32
H 2.73 1.84 -0.22
H -1.58 1.09 -1.69
H -2.15 2.52 -0.77
H -1.34 -1.26 -1.56
H -1.61 -2.42 -0.30
H 1.67 -0.09 1.85
H 1.34 1.62 1.65
H 0.35 -2.54 1.42
H 1.77 -1.78 0.70
H 0.70 -2.80 -0.26
```

Values from the calculation:
Orbital gap (alpha / beta) (Eh): 0.272 / 0.272
Energy (Ha): -514.23984
Relative energy (zero: lowest compared OMol25 entry of this formula, charge and spin) (eV): 4.495
Charge: +2
Spin multiplicity: 1
Largest force on an atom (eV/Å): 1.23

Here are the natural (NBO) charges for atoms 1 to 2, given in e: 0.294 0.215



11.
Formula: C6H7Cl
Source: OMol25
Level of theory: ωB97M-V/def2-TZVPD

Geometry as XYZ:
```
14
C6H7Cl | OMol25 | ωB97M-V/def2-TZVPD
C 0.15 0.88 -0.69
C -0.52 1.46 0.35
C 0.49 -0.48 -0.48
C -1.17 -0.69 1.26
C -0.86 0.65 1.58
C 1.01 -1.32 -1.61
Cl -0.66 -1.94 2.36
H 0.42 1.30 -1.66
H -0.84 2.52 0.38
H 0.14 0.86 2.20
H -1.62 1.38 2.03
H 0.72 -2.40 -1.47
H 2.08 -1.11 -1.71
H 0.66 -1.11 -2.55
```

Values from the calculation:
Orbital gap (alpha / beta) (Eh): 0.259 / 0.240
Energy (Ha): -692.74866
Relative energy (zero: lowest compared OMol25 entry of this formula, charge and spin) (eV): 6.409
Spin multiplicity: 1
Largest force on an atom (eV/Å): 5.12

Here are the natural (NBO) charges for atoms 1 to 2, given in e: -0.424 0.038



12.
Formula: C38H55Cl10F21O14
Source: OMol25
Level of theory: ωB97M-V/def2-TZVPD

Geometry as XYZ:
```
138
C38H55Cl10F21O14 | OMol25 | ωB97M-V/def2-TZVPD
C 2.37 6.23 0.05
C 0.97 6.82 0.23
O -0.04 5.91 0.70
C -0.48 4.81 -0.06
O 0.07 4.50 -1.12
C -1.59 3.98 0.54
F -1.11 2.81 0.94
F -2.16 4.58 1.55
F -2.52 3.81 -0.44
H 2.40 5.39 -0.66
H 2.90 5.80 0.90
H 3.03 7.04 -0.25
H 0.64 7.18 -0.75
H 0.82 7.71 0.84
C 9.63 1.67 1.85
C 8.69 2.90 1.55
O 7.76 2.55 0.53
C 6.61 1.81 0.80
O 6.28 1.38 1.91
C 5.72 1.65 -0.47
F 4.56 2.26 -0.29
F 6.37 2.15 -1.48
F 5.54 0.33 -0.66
H 10.53 1.99 2.37
H 9.85 1.14 0.92
H 9.09 1.01 2.53
H 9.22 3.75 1.15
H 8.15 3.21 2.44
C 1.18 6.32 4.15
C 1.10 4.91 4.75
O 1.28 4.04 3.64
C 1.69 2.79 3.84
O 1.84 2.36 5.02
C 2.13 2.00 2.57
F 1.35 0.96 2.30
F 2.10 2.83 1.53
F 3.33 1.57 2.88
H 0.24 6.76 3.81
H 1.93 6.55 3.40
H 1.42 6.96 5.00
H 0.17 4.87 5.32
H 1.87 4.80 5.51
C 2.65 -2.33 2.69
C 1.95 -3.67 2.26
O 0.70 -3.83 2.89
C 0.58 -4.20 4.22
O 1.51 -4.45 5.05
C -0.86 -4.41 4.76
F -1.71 -4.22 3.78
F -0.89 -5.61 5.18
F -1.07 -3.60 5.80
H 3.25 -2.38 3.60
H 1.91 -1.54 2.79
H 3.27 -2.04 1.84
H 2.56 -4.53 2.53
H 1.79 -3.73 1.18
C -4.38 -5.32 -1.95
C -3.01 -4.87 -1.38
O -2.44 -5.85 -0.54
C -1.12 -5.79 -0.02
O -0.44 -4.81 -0.31
C -0.67 -6.94 0.88
F 0.17 -7.69 0.17
F -0.01 -6.44 1.93
F -1.72 -7.64 1.29
H -4.62 -4.88 -2.91
H -5.14 -4.99 -1.24
H -4.35 -6.41 -2.01
H -3.04 -3.91 -0.87
H -2.31 -4.66 -2.19
C -5.12 1.35 0.59
C -4.52 0.24 1.44
O -3.71 0.81 2.45
C -4.25 1.45 3.54
O -5.49 1.62 3.77
C -3.10 2.00 4.49
F -1.92 1.52 4.18
F -3.03 3.33 4.42
F -3.40 1.68 5.73
H -5.47 1.07 -0.41
H -4.41 2.17 0.48
H -6.02 1.72 1.09
H -3.93 -0.46 0.86
H -5.38 -0.27 1.89
C -1.34 -1.45 0.57
C 0.16 -1.25 0.22
O 0.36 -0.18 -0.65
C 1.58 0.17 -1.03
O 2.63 -0.34 -0.67
C 1.53 1.34 -2.10
F 0.30 1.68 -2.52
F 2.10 2.44 -1.48
F 2.26 1.02 -3.23
H -1.99 -1.43 -0.30
H -1.77 -0.72 1.26
H -1.43 -2.41 1.08
H 0.48 -2.19 -0.23
H 0.63 -1.08 1.18
Cl -0.26 -1.44 -3.97
C 0.90 -2.84 -3.93
C 0.31 -4.14 -4.43
Cl -0.29 -3.88 -6.12
H 1.28 -3.05 -2.93
H 1.69 -2.41 -4.54
H -0.61 -4.43 -3.91
H 0.94 -5.02 -4.38
Cl -3.04 1.77 -5.47
C -1.87 3.14 -5.17
C -1.91 3.63 -3.83
Cl -3.51 4.40 -3.52
H -2.03 3.89 -5.95
H -0.84 2.83 -5.37
H -1.16 4.38 -3.58
H -1.81 2.75 -3.18
Cl -7.45 -5.68 2.97
C -6.10 -5.06 1.90
C -4.93 -4.48 2.70
Cl -3.87 -3.45 1.67
H -6.51 -4.38 1.16
H -5.82 -5.93 1.30
H -4.33 -5.29 3.13
H -5.32 -3.85 3.50
Cl -4.52 -1.64 -1.68
C -4.08 -0.70 -3.15
C -4.39 -1.50 -4.40
Cl -3.39 -2.98 -4.53
H -3.05 -0.39 -3.02
H -4.62 0.25 -3.09
H -4.12 -0.89 -5.27
H -5.44 -1.72 -4.55
Cl 1.55 -0.67 -7.13
C 2.79 0.24 -6.18
C 4.08 0.54 -7.03
Cl 3.85 1.68 -8.31
H 2.95 -0.38 -5.30
H 2.39 1.20 -5.84
H 4.33 -0.41 -7.49
H 4.97 0.77 -6.45
```

Values from the calculation:
Orbital gap (Eh): 0.402
Energy (Ha): -9233.44255
Relative energy (zero: lowest compared OMol25 entry of this formula, charge and spin) (eV): 5.110
Spin multiplicity: 1
Largest force on an atom (eV/Å): 5.91

Here are the Löwdin charges for atoms 1 to 2, given in e: -0.055 -0.189